--- w ---
{"formula": "C4H4FNOS", "method": "wB97M-V/def2-TZVPD", "smiles": "Oc1[nH]c(F)cc1S", "orbital_gap_ev": 8.55, "molar_mass_g_mol": 133.15, "spin_multiplicity": 1, "homo_ev": -8.028, "lumo_energy_ev": 0.53, "elements": ["O", "C", "N", "C", "F", "C", "C", "S", "H", "H", "H", "H"], "coordinates": [[0.860, -1.960, 0.066], [0.248, -0.728, -0.223], [-0.008, -0.235, -1.452], [-0.570, 1.006, -1.298], [-1.117, 1.462, -2.362], [-0.550, 1.313, 0.033], [0.126, 0.252, 0.666], [0.894, 0.259, 2.209], [1.038, -2.031, 0.991], [0.001, -0.803, -2.295], [-1.026, 2.198, 0.685], [0.104, -0.734, 2.981]], "nbo_charge": [-0.681, 0.450, -0.558, 0.503, -0.285, -0.353, -0.383, 0.002, 0.497, 0.428, 0.248, 0.131]}

***

--- x ---
{"formula": "C4H4FNOS", "method": "wB97M-V/def2-TZVPD", "smiles": "O=CN(C=S)/C=C\\F", "orbital_gap_ev": 8.71, "molar_mass_g_mol": 133.15, "spin_multiplicity": 1, "homo_ev": -8.947, "lumo_energy_ev": -0.24, "elements": ["O", "C", "N", "C", "S", "C", "C", "F", "H", "H", "H", "H"], "coordinates": [[-2.907, 0.840, -0.158], [-1.801, 1.036, 0.281], [-0.704, 0.188, 0.330], [0.425, 0.594, 0.953], [1.979, 0.041, 1.035], [-0.740, -0.978, -0.380], [0.134, -1.297, -1.320], [1.238, -0.512, -1.654], [-1.629, 1.961, 0.822], [0.271, 1.616, 1.383], [-1.572, -1.579, -0.261], [0.210, -2.212, -1.860]], "nbo_charge": [-0.523, 0.557, -0.483, -0.083, -0.009, -0.133, 0.269, -0.338, 0.123, 0.196, 0.233, 0.191]}

***

Verdict on stability: x comes out at the bottom.

***

--- w ---
{"formula": "C3H14NO2", "method": "wB97M-V/def2-TZVPD", "orbital_gap_ev": 12.95, "molar_mass_g_mol": 96.15, "spin_multiplicity": 1, "homo_ev": -15.852, "charge": 1, "lumo_energy_ev": -2.90, "elements": ["C", "C", "N", "C", "H", "H", "H", "H", "H", "H", "H", "H", "H", "H", "H", "H", "O", "H", "H", "O"], "coordinates": [[1.059, -1.377, -1.557], [-0.315, -0.775, -1.323], [-0.410, 0.190, -0.162], [-1.623, 1.055, -0.179], [1.776, -0.728, -2.063], [0.815, -2.289, -2.199], [1.536, -1.735, -0.612], [-1.121, -1.521, -1.055], [-0.532, -0.200, -2.220], [-0.380, -0.357, 0.720], [0.435, 0.781, -0.155], [-2.458, 0.454, 0.205], [-1.455, 1.886, 0.520], [-1.711, 1.447, -1.192], [2.194, 1.630, 1.325], [1.518, 3.019, 0.853], [1.501, 2.061, 0.822], [-0.077, -1.864, 2.468], [-0.592, -0.780, 3.330], [-0.161, -0.899, 2.473]], "nbo_charge": [-0.644, -0.220, -0.539, -0.417, 0.238, 0.256, 0.219, 0.217, 0.221, 0.461, 0.459, 0.231, 0.238, 0.228, 0.503, 0.508, -0.990, 0.489, 0.502, -0.962]}

***

--- x ---
{"formula": "C3H14NO2", "method": "wB97M-V/def2-TZVPD", "orbital_gap_ev": 10.88, "molar_mass_g_mol": 96.15, "spin_multiplicity": 1, "homo_ev": -14.375, "charge": 1, "lumo_energy_ev": -3.50, "elements": ["C", "C", "C", "N", "H", "H", "H", "H", "H", "H", "H", "H", "H", "H", "H", "H", "O", "H", "H", "O"], "coordinates": [[0.925, 1.089, -0.383], [1.471, -0.361, -0.489], [2.979, -0.421, 0.002], [-0.511, 1.011, -1.002], [1.468, 1.893, -0.987], [0.845, 1.427, 0.657], [0.924, -1.206, -0.077], [1.415, -0.619, -1.572], [3.579, -1.368, -0.288], [3.123, -0.374, 1.012], [3.638, 0.343, -0.401], [-1.088, 0.266, -0.459], [-0.494, 0.675, -1.941], [-1.033, 1.978, -1.016], [-1.658, -2.637, 2.990], [-2.154, -2.794, 1.476], [-2.214, -2.247, 2.297], [-3.788, 1.865, -0.328], [-4.015, 0.621, 0.629], [-3.412, 0.857, -0.120]], "nbo_charge": [-0.203, -0.446, -0.620, -0.706, 0.239, 0.236, 0.238, 0.206, 0.243, 0.220, 0.222, 0.477, 0.430, 0.459, 0.485, 0.475, -0.959, 0.485, 0.501, -0.983]}

***

--- y ---
{"formula": "C3H14NO2", "method": "wB97M-V/def2-TZVPD", "orbital_gap_ev": 12.20, "molar_mass_g_mol": 96.15, "spin_multiplicity": 1, "homo_ev": -15.380, "charge": 1, "lumo_energy_ev": -3.18, "elements": ["C", "C", "C", "N", "H", "H", "H", "H", "H", "H", "H", "H", "H", "H", "H", "H", "O", "H", "H", "O"], "coordinates": [[0.411, -0.702, -0.115], [-0.422, 0.147, -1.046], [-0.267, -0.503, -2.520], [0.291, -0.319, 1.290], [1.444, -0.615, -0.474], [0.166, -1.810, -0.259], [-1.490, 0.157, -0.814], [-0.236, 1.204, -1.184], [-0.730, -1.564, -2.584], [0.847, -0.517, -2.739], [-0.800, 0.274, -3.270], [-0.770, -0.329, 1.513], [1.049, 0.397, 1.554], [0.535, -1.068, 1.875], [2.590, 2.802, 0.521], [1.766, 2.105, -0.699], [2.296, 1.935, 0.092], [-1.885, 0.074, 3.384], [-2.731, -1.170, 2.840], [-2.065, -0.499, 2.636]], "nbo_charge": [-0.251, -0.442, -0.614, -0.727, 0.239, 0.232, 0.217, 0.216, 0.228, 0.214, 0.241, 0.491, 0.480, 0.421, 0.505, 0.486, -0.984, 0.505, 0.519, -0.974]}

***

Verdict on stability: x comes out at the bottom.

***

--- w ---
{"formula": "C8H9N2O", "method": "wB97M-V/def2-TZVPD", "smiles": "C#C/C=C\\C=C/C(=[NH2+])/N=C\\O", "orbital_gap_ev": 7.99, "molar_mass_g_mol": 149.17, "spin_multiplicity": 1, "homo_ev": -13.117, "charge": 1, "lumo_energy_ev": -5.12, "elements": ["C", "C", "C", "C", "C", "C", "C", "N", "N", "C", "O", "H", "H", "H", "H", "H", "H", "H", "H", "H"], "coordinates": [[1.513, 0.156, -1.734], [0.294, 0.139, -1.710], [-1.016, 0.108, -2.078], [-1.959, -0.512, -1.329], [-1.659, -1.334, -0.168], [-0.748, -1.079, 0.791], [-0.131, 0.157, 1.107], [-0.925, 1.217, 1.003], [0.976, 0.330, 1.796], [2.217, 0.299, 1.904], [3.118, 0.395, 0.940], [2.476, 0.011, -1.720], [-1.452, 0.749, -2.793], [-2.879, -0.671, -1.742], [-2.426, -2.090, -0.265], [-0.248, -1.859, 1.357], [-0.606, 2.117, 1.283], [-1.712, 1.153, 0.445], [2.621, 0.365, 2.898], [2.544, 0.347, 0.016]], "nbo_charge": [-0.205, -0.005, -0.232, -0.198, -0.100, -0.298, 0.525, -0.688, -0.501, 0.538, -0.610, 0.223, 0.262, 0.228, 0.256, 0.264, 0.420, 0.412, 0.207, 0.503]}

***

--- x ---
{"formula": "C8H9N2O", "method": "wB97M-V/def2-TZVPD", "smiles": "CC1=CC[N+](N=C=O)=CC=C1", "orbital_gap_ev": [8.48, 8.48], "molar_mass_g_mol": 149.17, "spin_multiplicity": 1, "homo_ev": [-13.873, -13.872], "charge": 1, "lumo_energy_ev": [-5.39, -5.39], "elements": ["C", "C", "C", "C", "N", "N", "C", "O", "C", "C", "C", "H", "H", "H", "H", "H", "H", "H", "H", "H"], "coordinates": [[0.379, -1.773, -2.052], [-0.298, -0.821, -1.095], [0.138, 0.431, -1.018], [-0.389, 1.505, -0.040], [0.153, 0.964, 1.196], [1.240, 1.497, 1.741], [2.005, 2.441, 1.381], [2.783, 3.274, 1.201], [-0.316, -0.141, 1.863], [-1.328, -0.968, 1.187], [-1.311, -1.313, -0.145], [0.641, -2.512, -1.384], [1.142, -1.376, -2.570], [-0.365, -2.057, -2.675], [0.993, 0.836, -1.626], [-0.003, 2.527, 0.002], [-1.422, 1.344, -0.170], [-0.065, -0.304, 2.883], [-2.015, -1.455, 1.959], [-1.963, -2.097, -0.638]], "nbo_charge": [-0.593, -0.026, -0.145, -0.268, -0.068, -0.415, 0.889, -0.368, 0.180, -0.295, -0.093, 0.224, 0.232, 0.228, 0.231, 0.242, 0.258, 0.258, 0.270, 0.260]}

***

Verdict on stability: w comes out at the bottom.

***

--- w ---
{"formula": "CH2ClNS", "method": "wB97M-V/def2-TZVPD", "smiles": "NC(=S)Cl", "orbital_gap_ev": [8.78, 8.78], "molar_mass_g_mol": 95.55, "spin_multiplicity": 1, "homo_ev": [-9.313, -9.312], "lumo_energy_ev": [-0.53, -0.53], "elements": ["N", "C", "S", "Cl", "H", "H"], "coordinates": [[0.510, 0.774, 0.341], [-0.552, -0.387, -0.388], [-2.046, -0.644, 0.256], [0.151, -0.977, -1.749], [0.554, 0.815, 1.365], [1.382, 0.419, 0.175]], "nbo_charge": [-0.814, -0.103, 0.070, 0.138, 0.370, 0.339]}

***

--- x ---
{"formula": "CH2ClNS", "method": "wB97M-V/def2-TZVPD", "smiles": "S=CNCl", "orbital_gap_ev": 8.69, "molar_mass_g_mol": 95.55, "spin_multiplicity": 1, "homo_ev": -9.251, "lumo_energy_ev": -0.56, "elements": ["S", "C", "N", "Cl", "H", "H"], "coordinates": [[-0.295, 0.363, 2.024], [-0.595, 0.188, 0.383], [0.473, -0.406, -0.369], [0.732, -0.091, -2.041], [-1.658, 0.154, -0.088], [1.342, -0.207, 0.090]], "nbo_charge": [-0.051, -0.101, -0.596, 0.119, 0.230, 0.399]}

***

Verdict on stability: x comes out at the bottom.

***

--- w ---
{"formula": "CH2Cl2N2", "method": "wB97M-V/def2-TZVPD", "orbital_gap_ev": [9.03, 8.16], "molar_mass_g_mol": 112.95, "spin_multiplicity": 1, "homo_ev": [-10.319, -8.809], "lumo_energy_ev": [-1.29, -0.65], "elements": ["C", "N", "N", "Cl", "Cl", "H", "H"], "coordinates": [[0.664, 0.323, -0.120], [0.952, -0.836, -0.345], [-1.753, 0.089, -0.086], [0.944, 1.969, -0.002], [2.528, -1.643, -0.454], [-1.812, 0.928, 0.523], [-1.524, -0.830, 0.485]], "nbo_charge": [0.300, -0.433, -0.715, 0.122, 0.076, 0.315, 0.335]}

***

--- x ---
{"formula": "CH2Cl2N2", "method": "wB97M-V/def2-TZVPD", "orbital_gap_ev": 9.75, "molar_mass_g_mol": 112.95, "spin_multiplicity": 1, "homo_ev": -9.960, "lumo_energy_ev": -0.21, "elements": ["C", "N", "N", "Cl", "Cl", "H", "H"], "coordinates": [[-1.816, 0.243, 0.657], [-1.580, 1.021, 1.568], [-0.211, -0.125, -0.427], [-3.111, -0.655, 0.186], [-2.844, 1.637, 2.554], [0.017, 0.791, -0.526], [-0.330, -0.571, -1.315]], "nbo_charge": [0.343, -0.463, -0.810, 0.099, 0.138, 0.339, 0.353]}

***

Verdict on stability: w comes out at the bottom.

***

--- w ---
{"formula": "C4H4N", "method": "wB97M-V/def2-TZVPD", "smiles": "C#[N+]C=C=C", "orbital_gap_ev": 9.84, "molar_mass_g_mol": 66.08, "spin_multiplicity": 1, "homo_ev": -14.994, "charge": 1, "lumo_energy_ev": -5.16, "elements": ["C", "N", "C", "C", "C", "H", "H", "H", "H"], "coordinates": [[-2.856, 0.271, -0.021], [-1.774, -0.099, -0.015], [-0.281, -0.376, -0.058], [1.053, 0.087, -0.007], [2.303, 0.308, 0.092], [-3.897, 0.478, -0.056], [-0.285, -1.457, -0.212], [2.819, 0.250, 1.040], [2.919, 0.537, -0.764]], "nbo_charge": [0.442, -0.168, -0.201, 0.204, -0.395, 0.301, 0.255, 0.282, 0.281]}

***

--- x ---
{"formula": "C4H4N", "method": "wB97M-V/def2-TZVPD", "smiles": "C#[N+]C=C=C", "orbital_gap_ev": 8.30, "molar_mass_g_mol": 66.08, "spin_multiplicity": 1, "homo_ev": -14.422, "charge": 1, "lumo_energy_ev": -6.13, "elements": ["C", "N", "C", "C", "C", "H", "H", "H", "H"], "coordinates": [[-1.859, -1.562, -0.507], [-1.226, -0.573, -0.469], [-0.316, 0.222, -0.209], [0.607, 0.566, 0.639], [1.806, 1.054, 0.908], [-2.740, -1.981, -0.938], [-0.885, 1.238, -0.430], [2.465, 0.808, 1.761], [2.118, 1.201, -0.166]], "nbo_charge": [0.391, -0.165, -0.235, 0.257, -0.425, 0.291, 0.290, 0.300, 0.296]}

***

Verdict on stability: x comes out at the bottom.